Entry 1:
12
Properties=species:S:1:pos:R:3:forces:R:3:mulliken_charge:R:1 method="wB97M-V/def2-TZVPD" total_energy_ev=-11179.9547 multiplicity=1 e_homo_ha=-0.32539 smiles="[H]/N=c1/nncc(O)[nH]1" de_lowest_kj_mol=387.3 homo_lumo_gap_ha=0.3104
H -2.14666 -0.31212 -1.69965 -0.56 0.58 -2.93 0.198
N -2.30618 -0.63226 -0.80438 -0.80 -1.17 2.37 -0.563
C -1.21353 -0.41131 -0.24334 2.31 1.26 1.72 0.435
N -1.00950 -0.57506 1.21434 -1.08 0.15 -0.12 -0.192
N 0.00080 -0.19197 1.86106 1.53 -0.13 -3.13 -0.253
C 1.17022 0.20524 1.05318 -1.65 1.77 0.34 -0.367
C 1.01595 0.45106 -0.29984 0.15 -2.03 1.14 0.535
O 2.10557 0.63551 -1.02207 -0.04 4.70 -4.33 -0.518
N -0.12654 0.18128 -0.98636 -1.01 -0.46 5.50 -0.179
H 1.99392 0.75454 1.56071 -0.66 -1.08 -0.30 0.335
H 1.85633 1.44322 -1.82623 1.22 -3.61 3.42 0.398
H -0.29409 0.08640 -1.91085 0.59 0.01 -3.68 0.170

***

Entry 2:
252
Properties=species:S:1:pos:R:3:forces:R:3:mulliken_charge:R:1 method="wB97M-V/def2-TZVPD" total_energy_ev=-120212.6186 multiplicity=2 e_homo_ha="-0.50256 / -0.58075" charge=+6 homo_lumo_gap_ha="0.1124 / 0.1906"
C 22.96734 -9.78789 5.84356 -0.49 6.61 -0.35 -0.711
C 22.49405 -10.56646 6.83010 0.36 -2.12 0.83 0.780
C 21.74107 -10.03485 8.03042 -0.28 -2.83 1.37 -0.097
O 21.31851 -10.82074 8.97471 0.22 -0.87 -0.69 -1.096
C 21.54143 -8.70018 8.26781 2.19 3.32 -2.65 0.550
C 22.16399 -7.71358 7.39827 0.07 -3.87 -1.76 0.270
C 22.84873 -8.33759 5.98559 -1.84 -2.10 3.05 0.061
O 23.16181 -7.57447 5.03638 0.72 2.80 -0.75 -0.921
O 22.12785 -6.48972 7.63547 0.47 2.44 -0.29 0.072
O 22.91091 -11.77805 6.62964 -1.39 -2.27 1.51 -1.081
H 23.47061 -10.12304 4.94869 0.07 -0.48 0.08 0.408
H 21.20526 -8.29382 9.21027 -0.33 -0.40 0.14 -1.555
C 21.93344 -13.10517 0.59757 0.30 -0.22 -0.50 -0.803
O 22.05345 -13.23141 1.99530 0.86 0.63 1.01 -0.242
C 20.83799 -13.24274 2.65072 -1.15 -0.51 1.29 -1.055
C 20.90362 -12.85175 4.15498 0.82 -0.31 0.56 -0.475
N 21.39356 -13.89821 5.18964 1.02 -0.59 -2.49 0.213
H 21.73032 -13.39988 6.00104 0.66 1.00 0.87 0.008
H 20.54278 -14.39446 5.41327 0.30 -0.85 0.31 0.440
C 22.55221 -14.79461 4.58272 -0.58 2.00 0.20 -0.572
C 23.44659 -15.50059 5.59512 -1.82 -1.77 0.91 -0.272
O 22.62877 -16.57052 6.18802 0.50 0.73 0.64 -0.365
C 23.18482 -17.32745 7.32927 -0.17 -0.38 -2.12 -0.777
H 22.89684 -12.83629 0.16434 0.05 0.17 0.33 0.247
H 21.20765 -12.32053 0.38391 -0.16 -0.15 -0.40 0.337
H 21.70180 -14.07492 0.15705 -0.54 0.10 -0.15 0.326
H 20.34891 -14.20723 2.51410 -0.18 -0.36 0.10 0.513
H 20.11615 -12.52930 2.25316 0.05 0.38 -0.34 0.618
H 19.94970 -12.63346 4.63506 -0.33 0.45 -0.91 0.572
H 21.54384 -11.97563 4.25807 0.14 -0.09 0.22 0.077
H 23.13855 -14.05675 4.03513 0.26 0.18 0.33 0.395
H 22.04023 -15.27168 3.74702 0.33 -1.14 0.59 0.523
H 23.77043 -14.89545 6.44190 0.02 0.71 -0.35 0.007
H 24.33285 -15.88011 5.08658 -0.02 -0.18 -0.15 0.470
H 23.68781 -16.77351 8.12190 -0.17 0.45 -0.19 0.276
H 23.86670 -18.04011 6.86531 0.39 0.01 0.39 0.375
H 22.36636 -17.94213 7.70394 -0.09 0.36 0.13 0.241
C 21.32921 -7.53023 11.83869 0.62 0.06 1.05 -0.337
O 22.37284 -6.97517 12.71576 1.17 0.25 -0.98 0.234
C 22.89409 -7.86975 13.70899 -1.27 -0.88 -0.23 -0.914
C 23.96056 -7.21736 14.57512 -1.12 0.25 -1.13 -0.539
N 23.19919 -6.14159 15.28576 2.45 -0.27 1.04 0.025
H 22.81071 -5.57757 14.54343 0.01 0.98 -0.01 -0.061
H 22.40654 -6.58054 15.73200 -0.27 -0.16 0.45 0.413
C 24.04967 -5.38724 16.37594 -0.71 2.24 -1.57 -0.708
C 25.04917 -4.36210 15.73171 -0.51 0.18 -0.97 -0.452
O 24.37068 -3.26583 15.06848 -0.65 -0.37 0.33 -0.295
C 25.25547 -2.15562 14.78244 0.95 -0.63 1.08 -0.896
H 21.19927 -7.01465 10.88717 0.43 0.86 0.37 -0.687
H 20.44818 -7.42293 12.47145 -0.48 -0.70 -0.47 0.492
H 21.57747 -8.52329 11.46414 -0.13 -0.40 0.68 0.466
H 23.23666 -8.83296 13.33086 0.15 0.11 -0.46 0.445
H 22.00894 -8.09192 14.30503 0.02 -0.52 0.62 0.410
H 24.67026 -6.77766 13.87433 0.27 0.25 0.46 0.240
H 24.44297 -7.86374 15.30831 -0.17 -0.09 -0.23 0.593
H 24.56717 -6.05404 17.06562 -0.33 -0.35 -0.37 0.418
H 23.25104 -4.82080 16.85493 0.40 0.05 0.56 0.388
H 25.65333 -4.84121 14.96130 0.15 -0.45 -0.10 0.305
H 25.79279 -4.00592 16.44463 -0.38 0.04 0.52 0.582
H 26.13309 -2.58009 14.29489 0.16 0.35 -0.27 0.410
H 25.57396 -1.70485 15.72237 0.17 -0.16 0.19 0.368
H 24.87170 -1.29316 14.23748 -0.81 -0.73 -0.38 0.240
C 18.70653 -5.26651 4.80002 0.29 2.07 -0.25 -0.335
O 19.79861 -4.30186 5.10533 -0.39 -1.13 0.37 -0.492
C 21.09667 -4.73208 4.71454 0.69 -0.04 -0.40 0.364
C 22.29838 -3.94960 5.43357 -1.26 -1.48 0.58 -0.188
N 23.54026 -4.84630 5.55778 -0.59 3.09 -0.63 0.806
H 23.19438 -5.76576 5.79246 -0.11 -1.55 0.47 -1.000
H 23.95573 -4.89106 4.63829 0.53 -0.26 -0.30 0.543
C 24.54769 -4.31298 6.56037 1.27 -2.86 -1.19 -0.329
C 25.91634 -5.14386 6.34391 0.57 2.95 -1.53 -0.730
O 26.42679 -4.77282 4.99832 -0.73 -1.05 -0.06 -0.441
C 27.72062 -5.37096 4.72118 -0.50 -0.13 0.67 -0.631
H 18.08267 -4.75421 4.06761 -0.03 0.00 -0.15 0.540
H 18.08713 -5.35293 5.69275 0.26 -0.27 0.12 -0.083
H 18.94418 -6.23604 4.36225 0.73 0.07 0.35 0.117
H 21.19351 -4.60228 3.63665 0.15 0.16 -0.21 0.427
H 21.17531 -5.80633 4.88156 0.43 -0.08 0.36 -0.237
H 22.00608 -3.83423 6.47729 -0.19 0.31 -0.07 -0.354
H 22.53823 -2.99087 4.97379 0.13 -0.22 -0.01 0.584
H 24.07623 -4.55700 7.51236 0.32 0.29 0.14 -0.065
H 24.83243 -3.27443 6.39169 -0.58 -0.04 -0.08 0.640
H 25.94646 -6.22180 6.50270 -0.45 0.08 0.10 0.129
H 26.67788 -4.56661 6.86827 -0.17 -0.70 1.41 0.862
H 28.18467 -5.01132 3.80281 -0.55 0.42 0.08 0.302
H 27.63568 -6.45383 4.63025 -0.17 -0.21 0.01 0.191
H 28.39836 -5.17256 5.55149 0.14 0.15 0.06 0.287
C 18.56912 -6.27605 8.54680 1.01 0.47 -0.56 -0.213
O 18.59413 -5.48037 9.70301 -0.56 1.24 0.43 0.238
C 17.90947 -5.97447 10.77766 0.82 0.18 2.37 -0.494
C 16.42074 -5.98901 10.77352 -0.55 -0.47 -1.18 -0.653
N 15.80578 -4.70939 10.33555 -1.72 0.12 -1.12 0.018
H 16.14821 -3.83808 10.71457 0.13 0.22 0.81 0.336
H 15.86181 -4.57520 9.33608 1.43 -0.13 -0.46 0.349
C 14.27472 -4.78544 10.29816 -0.53 0.43 0.13 -0.540
C 13.62569 -4.44807 11.58916 -0.19 -0.69 2.71 -0.639
O 14.07518 -5.34354 12.60410 1.67 -1.01 -1.66 -0.311
C 13.55130 -5.20310 13.89041 0.38 0.58 0.90 -0.812
H 18.75950 -5.51781 7.78726 -0.22 -0.49 -0.59 -0.073
H 17.63800 -6.81972 8.38701 0.05 0.08 0.00 0.080
H 19.44420 -6.92556 8.56864 -0.15 -0.42 -0.16 -0.202
H 18.13428 -5.36105 11.65017 0.49 0.55 0.02 0.529
H 18.32282 -6.92673 11.10998 -0.42 -0.65 -0.24 0.274
H 15.99220 -6.21619 11.74965 0.04 -0.23 -0.16 0.523
H 16.06054 -6.64100 9.97774 -0.19 -0.57 0.44 -0.122
H 14.01063 -5.76863 9.90867 0.17 -0.04 0.19 0.255
H 13.95784 -4.03293 9.57607 0.00 -0.01 -0.10 0.472
H 12.54394 -4.57243 11.63867 -0.24 0.58 -1.02 0.455
H 13.91749 -3.44794 11.90960 -0.28 0.45 -0.20 0.376
H 12.52958 -5.57863 13.94667 -0.10 0.43 0.16 0.299
H 13.74090 -4.18059 14.21692 -0.92 0.36 0.07 0.372
H 14.18354 -5.74127 14.59663 -0.09 -0.57 -0.34 0.272
C 26.42260 -8.16996 -0.90599 0.88 -0.19 1.22 -0.753
O 25.69695 -8.12138 0.32754 -1.95 0.09 1.89 -0.324
C 25.96587 -8.98194 1.43870 -0.19 0.06 -0.54 -0.810
C 25.37276 -8.51121 2.78994 -1.02 0.16 -1.50 -0.229
N 23.82739 -8.33751 2.69826 1.92 0.68 -2.52 0.825
H 23.52862 -7.91942 3.56776 -0.91 -0.14 2.20 -0.180
H 23.72622 -7.57922 2.03882 0.05 0.57 -0.37 0.651
C 22.92445 -9.35645 2.11648 1.15 -1.47 -0.34 -1.049
C 21.48966 -9.00109 2.37566 -0.64 0.77 1.18 -0.054
O 21.30277 -7.60634 2.26441 0.11 0.50 0.19 -0.203
C 20.31164 -7.01377 1.46636 -0.95 0.33 -0.29 -0.826
H 27.20271 -7.43038 -0.72562 0.22 -0.01 -0.90 0.286
H 25.75974 -7.91609 -1.73319 0.08 0.00 0.25 0.252
H 26.87692 -9.15173 -1.03949 -0.06 -0.03 -0.24 0.331
H 27.04328 -9.08107 1.57072 0.08 -0.32 0.10 0.561
H 25.47897 -9.94636 1.29407 0.46 -0.47 -0.45 0.383
H 25.76886 -7.52105 3.01531 -0.24 0.00 0.34 0.210
H 25.56429 -9.23010 3.58656 0.12 0.05 -0.14 0.270
H 23.14309 -10.30514 2.60667 -0.10 -0.15 0.05 0.533
H 23.22488 -9.48974 1.07722 -0.25 0.25 -0.12 0.423
H 21.37145 -9.20564 3.43975 -0.30 -0.19 0.30 -0.308
H 20.70985 -9.56216 1.86066 0.42 -0.19 -0.50 0.737
H 20.76275 -6.58260 0.57267 -0.32 -0.11 -0.10 0.309
H 19.73860 -6.25388 1.99766 0.94 0.78 0.54 0.157
H 19.40260 -7.57777 1.25740 0.55 -1.28 -0.61 0.370
C 11.54375 -7.01994 3.18810 0.31 2.05 -0.99 -0.696
O 12.77603 -7.43824 3.69435 1.80 -3.26 0.52 -0.333
C 13.33562 -6.70173 4.71791 -0.74 1.44 -0.72 -0.775
C 14.64859 -7.29546 5.18595 -0.92 -0.97 -0.44 -0.076
N 14.18311 -8.49356 6.02137 1.33 -0.08 1.59 -0.046
H 13.31825 -8.26449 6.49004 -0.67 0.42 -0.28 0.423
H 13.94343 -9.26318 5.41280 0.08 -0.45 -0.42 0.386
C 15.02992 -8.90962 7.21049 2.31 -0.46 0.20 -0.984
C 16.52103 -9.42406 6.84885 -1.85 1.15 -0.13 -0.743
O 17.23278 -8.24264 6.61416 -0.22 0.89 -0.46 0.151
C 18.61485 -8.35017 6.33952 1.29 -1.28 0.16 -0.816
H 11.91400 -6.24230 2.52006 -1.12 0.93 -0.05 0.318
H 10.92404 -6.64499 4.00264 -0.39 -0.01 -0.28 0.296
H 11.03614 -7.68363 2.48814 0.29 -0.76 0.77 0.267
H 12.59017 -6.65643 5.51185 0.03 0.13 0.79 0.344
H 13.44413 -5.66280 4.40655 0.40 0.33 -0.08 0.514
H 15.33650 -6.64417 5.72512 -0.46 -0.15 0.35 0.065
H 15.20144 -7.72161 4.34879 -0.05 0.11 -0.04 0.323
H 14.49387 -9.58894 7.87327 -0.21 -0.35 -0.59 0.526
H 15.17469 -8.01623 7.81794 -0.05 0.22 -0.24 0.260
H 16.39881 -10.03170 5.95222 0.40 -0.32 -0.16 0.349
H 17.01963 -9.97701 7.64493 -0.44 -0.31 0.19 0.584
H 18.86942 -8.85606 5.40819 -0.51 0.27 -0.59 0.733
H 19.14011 -8.99258 7.04629 -0.16 -0.01 0.63 0.446
H 19.14975 -7.40151 6.38460 -0.61 0.04 -0.11 -0.409
C 29.56123 -6.97340 9.80880 0.21 -0.16 1.46 -1.482
C 28.79892 -8.05728 9.05332 1.69 0.75 -1.96 -0.106
C 27.62946 -8.50130 9.79023 -3.06 -0.42 -0.04 -0.407
N 26.67727 -9.59326 9.10673 0.98 -0.76 1.70 0.870
C 25.86385 -10.21828 10.29324 -0.85 0.70 -0.60 -1.255
C 25.09282 -11.47185 9.88800 -0.56 2.00 0.70 0.449
C 25.93949 -12.50716 9.30956 0.66 -1.58 -0.72 -0.913
C 26.92259 -12.04422 8.21795 -0.77 1.26 0.62 -0.738
C 27.64030 -10.68942 8.69749 -0.35 -2.31 -1.53 -0.994
C 25.73341 -9.01132 8.02833 1.76 -0.57 0.10 -0.791
H 28.98095 -6.11326 10.14277 -0.28 0.10 -0.45 0.273
H 30.50973 -6.61811 9.40604 -0.35 -0.16 -0.65 0.402
H 29.87397 -7.42375 10.75087 0.10 -0.11 0.24 0.407
H 29.52943 -8.82281 8.79175 -0.15 -0.22 0.24 0.337
H 28.43982 -7.67051 8.09962 0.14 0.15 -0.29 0.249
H 26.91830 -7.67541 9.77425 0.08 0.32 0.80 -0.062
H 27.83497 -8.85393 10.80093 -0.05 -0.03 -0.15 0.513
H 26.52208 -10.31468 11.15668 0.31 -0.41 -0.38 0.528
H 25.09749 -9.50639 10.59987 0.19 0.54 -0.19 0.538
H 24.59834 -11.85485 10.78069 0.11 0.04 0.26 0.661
H 24.24351 -11.18700 9.26700 0.06 0.11 -0.45 -0.564
H 26.46865 -12.98460 10.13426 0.26 -0.28 -0.14 0.385
H 25.20055 -13.20079 8.90840 0.51 -0.58 -0.24 0.226
H 27.58684 -12.84940 7.90404 0.59 0.31 0.60 0.491
H 26.35111 -11.90839 7.29977 -0.14 0.63 -0.06 0.172
H 28.28799 -10.91556 9.54452 -0.37 0.10 0.39 0.555
H 28.36186 -10.38799 7.93816 -0.53 0.50 -0.22 0.502
H 26.38055 -8.43482 7.36731 -0.04 0.38 0.20 0.289
H 24.96259 -8.40469 8.50365 0.00 -0.23 -0.09 0.397
H 25.35517 -9.78754 7.36311 -0.44 -0.21 0.61 -0.141
C 20.55846 -11.83558 13.18648 0.65 -0.69 -0.78 -1.466
C 20.49674 -13.16837 12.34341 -1.15 1.04 1.76 -0.282
C 19.42026 -13.18432 11.24765 1.21 -0.74 -1.75 -0.481
N 19.39995 -14.52643 10.41773 1.86 -1.03 2.33 0.505
C 18.32803 -14.45287 9.39368 -0.01 -1.38 -0.55 -0.492
C 18.04299 -15.82875 8.66531 0.32 0.10 0.27 -0.665
C 17.77552 -17.05639 9.59722 0.30 2.15 -0.40 -0.835
C 18.91942 -17.06450 10.63655 -1.25 0.74 0.63 -0.643
C 19.08011 -15.72368 11.40841 -0.85 -0.15 -1.53 -0.750
C 20.83639 -14.84563 9.82746 -1.13 0.48 0.97 -0.980
H 21.44004 -12.02086 13.80013 0.10 0.43 0.12 0.445
H 19.74995 -11.66717 13.89785 -0.29 -0.08 -0.44 0.446
H 20.74678 -10.98543 12.53081 -0.14 0.19 0.15 0.217
H 20.28753 -13.83759 13.17796 -0.18 -0.77 -0.52 0.307
H 21.53238 -13.34465 12.05272 -0.36 -0.14 -0.71 0.420
H 19.65797 -12.47173 10.45782 0.45 0.35 0.02 0.262
H 18.38131 -12.94165 11.47079 0.12 -0.47 0.85 0.445
H 17.43744 -14.10295 9.91568 -0.06 -0.02 -0.07 0.473
H 18.65617 -13.70960 8.66706 -0.13 0.09 -0.01 0.297
H 17.20287 -15.64088 7.99674 -0.03 -0.04 -0.01 0.521
H 18.89593 -16.08064 8.03511 0.08 0.16 -0.19 0.116
H 16.79200 -16.83756 10.01300 0.10 -0.18 0.80 0.321
H 17.60056 -17.97766 9.04157 0.62 0.03 -0.06 0.430
H 18.60440 -17.75110 11.42231 0.64 -0.39 -0.01 0.434
H 19.91507 -17.27172 10.24433 -0.28 -0.68 -0.19 0.288
H 18.15112 -15.42838 11.89613 0.00 -0.02 0.07 0.455
H 19.85077 -15.92055 12.15368 0.18 0.83 -0.20 0.417
H 21.42429 -13.93950 9.68123 -0.60 0.29 -0.64 0.122
H 20.68672 -15.47524 8.95036 0.29 0.28 0.12 0.432
H 21.39121 -15.36075 10.61162 -0.30 -0.36 -0.14 0.321
C 25.24557 -4.88252 10.77599 2.58 -1.88 -1.17 -1.721
C 24.14849 -4.22036 11.45079 -1.50 1.32 1.48 0.705
C 23.14796 -3.98686 10.36737 -1.21 1.18 -1.09 -1.347
N 21.90898 -3.10527 10.70289 1.06 -1.39 1.63 0.992
C 22.38429 -1.86619 11.45987 -1.42 1.17 -0.02 -0.539
C 21.32053 -0.78071 11.55242 -1.61 0.00 -0.58 -0.973
C 20.66230 -0.54023 10.16943 1.22 1.11 1.15 -0.986
C 20.09593 -1.76918 9.56729 -0.83 -1.17 -0.31 -0.633
C 21.12141 -2.87446 9.37298 0.16 -0.30 1.36 -0.090
C 21.12021 -3.96854 11.71035 -1.18 -0.17 -0.96 -0.245
H 25.74702 -4.28690 10.01318 -0.29 0.50 -0.04 0.548
H 24.91422 -5.76525 10.22910 -0.25 -0.22 -0.02 0.170
H 26.10278 -5.23443 11.35000 -0.25 0.10 0.65 0.597
H 24.45021 -3.30913 11.96727 0.21 0.25 -0.39 0.240
H 23.64945 -4.76099 12.25501 0.36 -0.67 -0.09 -0.327
H 22.77783 -4.91935 9.94126 -0.31 -0.22 0.20 0.443
H 23.60908 -3.49899 9.50862 0.16 0.35 0.15 0.720
H 23.16970 -1.33787 10.91939 0.58 -0.84 0.05 0.524
H 22.58154 -2.12877 12.49922 0.79 -0.40 -0.38 0.076
H 21.74599 0.13522 11.96249 0.41 -0.01 -0.36 0.500
H 20.50210 -0.94258 12.25390 0.05 -0.74 0.26 0.404
H 21.48721 -0.16732 9.56232 -0.28 0.36 -0.52 0.297
H 19.89892 0.22601 10.30440 0.14 0.08 -0.33 0.478
H 19.54754 -1.56882 8.64684 0.51 0.08 -0.41 0.606
H 19.27855 -2.16559 10.16967 0.01 -0.12 0.54 0.091
H 21.86117 -2.69287 8.59332 0.05 0.29 0.20 0.341
H 20.69037 -3.86196 9.20822 -0.17 0.10 -0.30 -0.140
H 20.23813 -3.47006 12.11227 0.22 0.50 -0.24 0.699
H 21.64347 -4.39991 12.56371 0.75 0.68 -0.35 -0.214
H 20.74360 -4.83684 11.16970 0.05 0.14 -0.27 -0.356

***

Question: Which of these has the highest multiplicity?
Answer: C69H158N9O16

***

Question: What is the multiplicity in the first record?
Answer: 1

***

Please write out number 1 again, unchanged.
12
Properties=species:S:1:pos:R:3:forces:R:3:mulliken_charge:R:1 method="wB97M-V/def2-TZVPD" total_energy_ev=-11179.9547 multiplicity=1 e_homo_ha=-0.32539 smiles="[H]/N=c1/nncc(O)[nH]1" de_lowest_kj_mol=387.3 homo_lumo_gap_ha=0.3104
H -2.14666 -0.31212 -1.69965 -0.56 0.58 -2.93 0.198
N -2.30618 -0.63226 -0.80438 -0.80 -1.17 2.37 -0.563
C -1.21353 -0.41131 -0.24334 2.31 1.26 1.72 0.435
N -1.00950 -0.57506 1.21434 -1.08 0.15 -0.12 -0.192
N 0.00080 -0.19197 1.86106 1.53 -0.13 -3.13 -0.253
C 1.17022 0.20524 1.05318 -1.65 1.77 0.34 -0.367
C 1.01595 0.45106 -0.29984 0.15 -2.03 1.14 0.535
O 2.10557 0.63551 -1.02207 -0.04 4.70 -4.33 -0.518
N -0.12654 0.18128 -0.98636 -1.01 -0.46 5.50 -0.179
H 1.99392 0.75454 1.56071 -0.66 -1.08 -0.30 0.335
H 1.85633 1.44322 -1.82623 1.22 -3.61 3.42 0.398
H -0.29409 0.08640 -1.91085 0.59 0.01 -3.68 0.170

***

Question: The highest multiplicity belongs to which entry?
Answer: C69H158N9O16